Record 1
24
Properties=species:S:1:pos:R:3:forces:R:3 method="wB97M-V/def2-TZVPD" multiplicity=1 total_charge=+1 de_lowest_ev=4.601
C -1.6041 -2.4527 2.6873 0.2675 -0.5900 -0.1530
C -1.3680 -1.3261 2.0924 -0.2473 0.3970 0.2434
C 0.3266 -1.1517 0.3140 0.9312 0.2903 -1.3254
C 0.6715 -0.4952 -1.9936 -0.0700 -0.3367 0.1858
C 1.6323 1.6230 -0.1668 -0.0906 0.1421 -0.2106
C -0.5795 2.2673 -0.8667 -0.1615 0.0004 -0.1746
C -0.0574 -0.0941 -0.6818 -0.2927 0.5193 0.0210
N 0.2337 1.2484 -0.2442 -0.1976 -0.4611 0.8072
H -2.3652 -2.4922 3.4596 -0.0666 0.2222 0.0082
H -1.1131 -3.3887 2.4796 0.1862 -0.1099 -0.1265
H -1.7954 -0.3508 2.2361 0.1556 0.3551 -0.2655
H -0.5425 -1.2460 1.2072 -0.4774 -0.0982 0.4778
H 0.3452 -2.1538 -0.0960 -0.3590 -0.3017 0.2502
H 1.2174 -0.9293 0.8901 -0.1176 0.0053 0.4303
H 1.7340 -0.6472 -1.8292 0.1517 -0.0027 -0.0578
H 0.5394 0.3042 -2.7168 -0.0221 0.1163 -0.0035
H 0.2406 -1.4038 -2.4029 0.0286 -0.1037 -0.1061
H 2.2430 0.7998 0.1858 0.1575 -0.1098 0.0912
H 2.0203 1.9533 -1.1355 0.1415 -0.0130 -0.0720
H 1.7329 2.4454 0.5367 0.0946 0.0380 0.0461
H -1.6297 2.1128 -0.6187 -0.0263 0.0482 -0.0413
H -0.2756 3.2419 -0.4902 -0.0590 -0.0001 0.0163
H -0.4740 2.2795 -1.9595 0.0023 0.0895 -0.0594
H -1.1324 -0.1438 -0.8869 0.0714 -0.0967 0.0181


Record 2
12
Properties=species:S:1:pos:R:3:forces:R:3 method="wB97M-V/def2-TZVPD" multiplicity=1 total_charge=+1 de_lowest_ev=3.038
C -0.5652 1.7027 -1.0052 5.5206 0.1394 0.5408
C 0.6576 0.1967 0.5924 1.0125 -1.6767 -2.4281
C -0.6087 -0.4394 -0.0462 1.3589 -0.3234 0.9690
N 1.1964 1.2014 -0.2561 -3.1659 2.1311 -1.9727
N -1.2246 0.6850 -0.7371 -2.7888 -0.9052 0.0409
I -0.4958 3.4434 -2.0052 -0.5749 -0.1946 0.0798
H 0.3897 0.6298 1.4773 -0.8437 1.1690 2.4439
H 1.5355 -0.4255 0.7796 -0.5311 -0.8459 0.1379
H -0.4684 -1.1495 -0.8582 0.2956 -0.5582 0.4009
H -1.2679 -0.7939 0.7540 -0.0505 -0.1626 -0.4757
H 1.7716 0.8453 -1.0477 -0.9892 0.1277 0.3231
H -2.2068 0.4327 -0.9900 0.7566 1.0993 -0.0597


Record 3
12
Properties=species:S:1:pos:R:3:forces:R:3 method="wB97M-V/def2-TZVPD" multiplicity=1 smiles="C=C(C)C" total_charge=0 de_lowest_ev=0.091
C -0.3219 1.2513 -0.6857 -0.2780 -0.3594 -0.0828
C -0.0079 -0.0059 0.0975 -0.4289 0.8155 0.1457
C -0.1240 -0.0258 1.4205 0.7048 -0.5614 0.6573
C 0.4437 -1.2059 -0.6635 0.4614 -0.8286 0.2477
H 0.4951 1.5123 -1.3596 0.0861 0.0403 0.0682
H -0.5468 2.0893 -0.0317 0.1560 0.0523 0.1008
H -1.2048 1.1144 -1.3160 0.0188 -0.1399 -0.0667
H 0.2011 -0.8837 2.0067 -0.1867 -0.2339 -0.3400
H -0.3822 0.7849 2.0842 -0.2683 0.5122 -0.4681
H 0.7856 -1.9817 0.0272 0.0548 0.1266 0.0793
H 1.2945 -0.9871 -1.3133 -0.1590 0.1211 -0.1375
H -0.3271 -1.7146 -1.2467 -0.1611 0.4551 -0.2040


Record 4
56
Properties=species:S:1:pos:R:3:forces:R:3 method="wB97M-V/def2-TZVPD" energy_ev=-76688.58032 multiplicity=2 s2=0.9657 total_charge=0
C 0.8145 -2.5900 3.5488 0.8796 0.6387 0.6014
B 1.8124 -1.8178 2.5336 -0.3309 -0.8174 1.3532
O 3.0325 -1.3398 3.0775 -0.6340 -0.8661 -0.1674
Nb 1.1540 -1.5133 0.3032 3.2480 0.7991 -3.5037
C 3.3643 -1.4136 -0.2399 0.1026 -0.0872 -0.1585
C 3.9152 0.0493 -0.4747 0.5962 -0.9038 0.6841
C 3.8690 0.9967 0.7795 -0.0872 1.0735 -0.9589
C 3.6488 2.4860 0.2735 0.4853 -0.1326 0.8546
C 2.2277 3.0762 0.5623 1.3762 1.2461 0.4827
O 1.6766 3.5424 -0.7072 -1.4327 -1.0443 0.2703
C 0.3320 3.8095 -0.6063 -0.2119 -0.2515 -1.0317
C -0.5523 3.2515 -1.7701 0.7808 0.2151 -0.1632
O -0.1441 4.4341 0.2960 -0.0377 -0.1004 0.2713
C 0.4581 -1.4061 -1.8561 -1.1408 -0.7306 -0.1562
C -1.0856 -1.6538 -2.0251 0.4343 0.5442 -1.2549
C -1.8389 -0.2881 -1.9149 -0.2893 -0.5221 -0.9097
C -3.3958 -0.5136 -2.0369 1.7574 -0.4492 -0.3485
N -3.8405 -0.9514 -0.6760 -0.9134 3.2054 -0.2419
C -4.8743 -0.2377 -0.1521 0.7112 -1.0010 2.2521
C -5.0023 -0.2652 1.4105 0.2196 -0.4553 -0.9320
O -5.7438 0.3928 -0.8094 -0.7931 -0.7415 -0.8137
C -1.0180 -1.6720 1.0843 -5.6121 -3.1083 2.1057
O -1.5434 -0.6509 1.5394 1.3784 1.3150 -0.7202
O -1.6853 -2.7922 1.0644 3.1675 1.7673 -0.9552
H 1.4482 -2.9069 4.4250 -0.7262 0.1070 -0.6103
H 0.0802 -1.8263 3.9293 0.3341 -0.8294 -0.3421
H 0.3087 -3.4652 3.0867 0.1403 0.7613 0.3175
H 3.8030 -1.7910 2.7044 -0.1930 0.5560 -0.1874
H 1.0422 0.2949 0.5605 -0.2656 0.3037 0.6210
H 1.1457 -3.3501 0.1382 -0.0068 -0.1884 0.6347
H 3.4470 -1.9431 -1.2337 -0.3393 0.2468 0.8423
H 4.0044 -2.0185 0.4572 -0.4440 0.6783 -0.5041
H 5.0059 -0.0688 -0.7335 -0.8964 0.1859 0.0300
H 3.4438 0.4865 -1.3890 0.0644 -0.1822 0.9225
H 3.0533 0.7708 1.4983 0.6381 -0.2094 -0.5173
H 4.8482 0.9831 1.3224 -0.8591 -0.2941 -0.3927
H 3.9177 2.5600 -0.8090 -0.4293 0.0616 0.8341
H 4.3893 3.1196 0.8303 -0.6542 -0.3561 -0.5997
H 2.3679 3.9892 1.1955 -0.2539 -0.7560 -0.3909
H 1.5432 2.4013 1.1201 0.3666 0.2085 -0.8205
H -1.3396 2.5868 -1.3440 0.6731 0.5823 -0.2211
H -1.0423 4.1075 -2.2937 0.3278 -0.6444 0.4919
H 0.0702 2.6854 -2.5066 -0.5592 0.4249 0.6656
H 0.9903 -2.2197 -2.4229 -0.1975 0.6977 0.5667
H 0.7323 -0.4184 -2.3233 -0.1365 -0.7577 0.4240
H -1.4963 -2.4566 -1.3715 0.3432 0.7135 -0.2181
H -1.2488 -2.0108 -3.0839 -0.1739 0.2788 0.8432
H -1.5009 0.3328 -2.7878 -0.3382 -0.4663 0.7228
H -1.5705 0.2999 -1.0028 -0.2669 -0.5618 -0.4724
H -3.5406 -1.3642 -2.7502 -0.1510 0.9224 0.4171
H -3.8383 0.4392 -2.3966 -0.3024 -0.8574 0.4784
H -3.0298 -0.8598 -0.0456 -0.3243 -0.9136 0.2906
H -3.9967 -0.2730 1.8906 -0.6723 0.0762 -0.3529
H -5.6295 0.5860 1.7533 0.4632 -0.6839 -0.2641
H -5.4771 -1.2526 1.6467 0.2553 0.8582 0.0012
Cu -7.5118 -0.3509 -1.2689 0.9301 0.4443 0.2301


Record 5
53
Properties=species:S:1:pos:R:3:forces:R:3 method="wB97M-V/def2-TZVPD" multiplicity=1 total_charge=-1 de_lowest_ev=0.000
C -0.7995 0.7051 4.5427 -0.0712 0.1381 0.3095
Si 0.6363 1.2648 3.5098 -0.3654 -0.9873 -1.6068
C 0.4883 3.0115 2.8877 0.0075 0.3244 0.2660
C 2.2819 0.9088 4.2949 0.2042 0.0824 0.3229
O 0.4830 0.2765 2.1238 -0.7705 1.0252 1.6417
C 1.4177 -0.2613 1.3595 -0.0246 -2.0646 -2.1810
C 1.0821 -1.1007 0.3090 0.9171 0.3565 3.3639
C 2.1707 -1.7276 -0.3800 0.0558 -0.8328 -1.2957
C 1.9710 -2.6957 -1.3022 0.5183 0.5696 0.7486
H -0.9262 1.3674 5.4082 -0.0988 -0.1236 -0.0440
H -1.7333 0.6947 3.9648 0.2708 0.0696 0.0841
H -0.6236 -0.3121 4.9153 -0.0101 0.1819 -0.0804
H 0.5693 3.7061 3.7354 -0.0361 0.0326 -0.1913
H 1.2806 3.2611 2.1691 -0.1492 -0.1234 0.1542
H -0.4822 3.1775 2.4004 0.2204 -0.0985 0.1054
H 2.4735 1.6558 5.0775 0.0867 -0.1634 -0.0967
H 2.2840 -0.0838 4.7649 0.0039 0.1998 -0.1236
H 3.1081 0.9486 3.5738 -0.1786 0.0543 0.1528
H 2.4606 -0.0143 1.5848 -0.2041 0.0115 -0.2713
H 0.0661 -1.4964 0.1914 0.5946 0.4020 0.0678
H 3.1733 -1.3438 -0.1513 -0.2822 -0.1648 -0.2713
H 2.8023 -3.1091 -1.8689 -0.2028 -0.0516 0.1163
H 0.9683 -3.0770 -1.4754 0.2071 0.0841 -0.1258
O -6.3958 -2.0875 0.1947 0.9989 0.2150 0.0863
C -5.3229 -1.7201 -0.0247 -1.6786 -0.1718 -0.7542
Co -3.6718 -1.2015 -0.3675 0.3410 -0.3075 0.3103
C -3.5971 -0.2990 1.1436 0.4341 1.0925 0.1836
O -3.5245 0.2777 2.1424 -0.1693 -0.7557 -0.9254
C -2.5933 -2.5485 0.0428 1.7394 -1.7394 0.3207
O -1.8952 -3.4410 0.2782 -1.0083 1.1331 -0.2197
C -2.6877 0.2903 -1.2529 -0.1246 1.5814 1.8663
C -1.3227 0.1508 -1.5186 1.5000 2.3059 2.5950
C -0.1595 0.6070 -0.9594 -2.0659 1.5483 -1.4859
C 1.0113 0.9860 -1.7323 0.4832 -0.5094 0.2382
C 1.9184 1.9357 -1.1955 -0.1635 -0.6027 -0.1015
C 3.2114 2.0178 -1.6933 -0.0999 -0.0331 -0.3726
C 3.5880 1.2273 -2.7887 0.2021 0.0323 0.0797
C 2.6549 0.3935 -3.4121 -0.3936 0.3879 0.0537
C 1.3495 0.3191 -2.9265 0.4363 -0.0505 0.1770
Co -2.3525 -0.8543 -2.5794 -1.5668 -3.4917 -2.9269
C -3.8052 -2.0126 -2.4341 -0.6736 0.1152 -0.8931
O -4.5478 -2.7632 -2.9345 0.7105 0.5553 0.7956
C -1.2433 -2.1471 -3.0492 1.2789 -1.9867 -0.7259
O -0.6239 -3.0321 -3.4734 -0.8821 1.4629 0.6967
C -2.5999 -0.2361 -4.2289 -1.1141 0.7960 -1.0071
O -2.7628 0.1241 -5.3159 0.4907 -0.4746 1.2864
H -3.2012 1.2555 -1.1949 0.3710 -0.1751 -0.0256
H -0.2597 1.0461 0.0386 0.0480 0.1885 -0.4375
H 1.5925 2.5551 -0.3535 0.1796 -0.3330 -0.1510
H 3.9276 2.6914 -1.2183 -0.1281 -0.1339 -0.2228
H 4.6135 1.2645 -3.1567 -0.2109 0.0020 0.0764
H 2.9383 -0.2178 -4.2707 -0.0122 0.2281 0.1847
H 0.6094 -0.3376 -3.3944 0.3848 0.1987 0.2532


Record 6
14
Properties=species:S:1:pos:R:3:forces:R:3 method="wB97M-V/def2-TZVPD" multiplicity=1 total_charge=0 de_lowest_ev=8.090
C -1.1537 -1.2161 -1.8655 2.3400 0.5162 2.9774
C -0.5634 -0.1618 0.3573 1.5325 1.7080 0.6235
C 0.2100 0.6524 2.4220 -3.3830 1.1822 2.2830
C -0.2064 -1.0052 -0.7764 -1.0521 -0.2242 -1.0116
N -1.8249 -1.5050 -2.7274 -1.7560 -0.4907 -2.1609
N 0.3641 -0.0854 1.2705 -1.1621 -1.6534 -2.0603
N 1.1133 0.3738 -2.1171 -0.7670 -1.1223 1.0325
O 1.9016 -0.0946 -2.8379 1.1063 -1.1564 -0.9767
O 0.7902 1.4769 -1.9271 -0.7093 2.0011 0.5173
H -1.4073 0.6225 0.3684 0.7803 -1.6601 -0.2472
H -0.8126 1.0924 2.7414 0.3456 -1.2890 -1.0424
H 0.6301 1.5972 2.4167 2.1738 1.7069 -0.3938
H 0.5018 0.1327 3.3082 0.7259 -0.4943 0.3877
H 0.4571 -1.8797 -0.6331 -0.1750 0.9760 0.0715


Record 7
11
Properties=species:S:1:pos:R:3:forces:R:3 method="wB97M-V/def2-TZVPD" multiplicity=1 total_charge=0 de_lowest_ev=4.555
C 0.9350 -1.2350 -0.8543 -0.3583 -0.0809 0.3520
N -0.0090 -0.1214 -0.5466 -0.8210 0.2752 1.6912
C -1.1494 0.1215 0.8976 1.8245 -0.0007 -1.9011
C -1.0466 1.3862 1.1500 1.8403 0.2235 -1.9461
N 0.1948 2.0153 -0.0111 -1.6998 -1.1094 1.4609
N 0.5336 1.0500 -0.6594 0.0952 0.5720 -0.0962
H 1.8303 -1.2019 -0.2187 -0.2853 0.0400 -0.0450
H 0.3980 -2.1621 -0.6672 0.0264 -0.0283 0.0269
H 1.2739 -1.2539 -1.9054 -0.4662 0.3821 0.4209
H -1.6046 -0.8457 1.0734 -0.0155 0.5651 0.1896
H -1.3560 2.2469 1.7416 -0.1404 -0.8385 -0.1531


Record 8
86
Properties=species:S:1:pos:R:3:forces:R:3 method="wB97M-V/def2-TZVPD" energy_ev=-127439.76091 multiplicity=3 s2=2.0021 total_charge=0
Pt -1.3395 -0.3940 0.0080 -0.4467 -1.1144 1.1373
B -3.3627 -0.5046 -1.9249 -0.5272 0.5110 -0.5116
F -2.4744 0.6326 -1.8796 0.1211 -0.0591 -0.1917
F -3.3677 -1.0267 -0.5726 -0.0019 -0.0857 -0.4457
F -4.6188 -0.0481 -2.2385 -0.0600 -0.1974 -0.0152
F -2.8540 -1.4347 -2.8055 -0.0964 -0.0201 0.1402
B -1.6393 -1.2223 3.1239 0.0635 0.0285 0.3521
F -1.8221 -1.6900 1.7522 0.1910 -0.0022 0.0164
F -2.8937 -0.8225 3.5838 0.2839 -0.1191 0.0956
F -1.1094 -2.2720 3.8551 -0.1013 -0.0088 -0.0934
F -0.7417 -0.1434 3.1025 -0.1602 -0.0498 -0.0444
O 1.8317 -1.5265 -3.5757 0.1834 -0.4373 -0.1689
S 0.7721 -0.6259 -3.2486 0.2349 0.5143 -0.7231
O 0.1453 -0.7422 -1.9852 -0.0001 0.0527 0.6511
O 1.3596 0.8454 -3.3098 -0.1762 -0.0542 -0.0615
C 2.2175 1.1409 -4.4362 0.7867 -0.0780 -0.0579
C 2.0595 2.5848 -4.8133 -0.0994 0.2775 -0.8172
C -0.4769 -0.5956 -4.4749 -0.0563 -0.4609 -0.1526
H 2.0246 0.4858 -5.2881 -0.4010 0.0220 0.0903
H 3.2444 0.8947 -4.1526 -0.0635 0.1353 0.1826
H 2.3918 3.2949 -4.0614 -0.1763 -0.1336 0.2245
H 1.0323 2.7895 -5.1212 -0.0547 0.0723 0.3414
H 2.6471 2.7930 -5.7133 0.1470 -0.1667 0.1111
H -0.9999 -1.5487 -4.3972 -0.1338 0.1000 0.1894
H -0.0665 -0.5375 -5.4796 0.1708 0.2702 0.0666
H -1.1385 0.2257 -4.2145 -0.1153 -0.0390 -0.0821
O 2.2518 -2.5109 1.4797 -0.0256 -0.6020 0.1807
S 2.0796 -1.1396 1.1422 0.8268 -0.3203 -0.2492
O 0.7954 -0.6429 0.8211 -0.6695 0.6361 -0.0767
O 2.5941 -0.2406 2.3113 0.0231 -0.1290 -0.1213
C 3.8462 -0.6126 2.9519 0.4267 0.5460 0.3959
C 3.6112 -1.0067 4.3919 0.0502 0.4455 0.0944
C 3.1808 -0.7767 -0.1822 -0.3735 0.5803 0.0623
H 4.4237 0.3125 2.9114 0.0565 -0.0736 -0.0183
H 4.3909 -1.3758 2.3994 -0.2391 -0.0842 -0.1575
H 2.7871 -0.3986 4.7671 -0.1528 -0.2951 0.0661
H 4.4746 -0.7145 4.9923 0.1246 -0.1827 -0.0855
H 3.4311 -2.0685 4.5252 -0.2521 0.0053 -0.0223
H 4.1835 -1.0093 0.1590 0.1334 -0.0841 -0.2252
H 3.0531 0.2838 -0.4026 0.1280 -0.0281 0.0219
H 2.8664 -1.3430 -1.0564 0.1092 -0.2293 0.0747
O -2.7813 0.8912 1.1317 0.5229 0.2611 -0.0685
S -3.7128 1.7343 1.8230 -0.8701 0.0086 -0.2238
O -3.2170 2.5785 2.8542 0.3042 0.2851 0.3112
O -4.4929 2.5953 0.7624 0.2072 -0.1809 -0.0065
C -3.7783 3.1758 -0.3622 -0.5252 0.5550 -0.4406
C -3.7785 4.6988 -0.2622 0.5455 -0.3128 -0.3087
C -5.0462 0.7528 2.3793 0.4572 0.0308 0.4081
H -4.3320 2.8676 -1.2464 -0.0491 -0.2374 0.1167
H -2.7776 2.7709 -0.4515 0.0888 -0.1694 0.1430
H -4.5885 5.0846 0.3488 -0.0234 -0.0946 0.1174
H -3.8983 5.0991 -1.2698 0.0512 0.1025 0.0389
H -2.8082 5.0274 0.1107 -0.1759 0.2703 0.1979
H -4.6247 0.1936 3.2154 -0.1910 -0.0108 -0.0697
H -5.3199 0.0800 1.5733 -0.1904 0.0721 -0.0518
H -5.8228 1.4353 2.7080 -0.1929 -0.0965 -0.1053
O 0.3837 4.1878 -0.0830 -0.0006 0.6274 -0.0218
S 0.3849 2.8515 0.4016 0.0662 -0.6997 0.7662
O -0.4149 1.8741 -0.2666 -0.0075 0.2091 -0.5345
O 1.8723 2.2780 0.3756 -0.0662 0.2223 -0.0971
C 2.9567 3.2173 0.2054 0.6804 -0.3737 -0.7521
C 3.1331 3.5306 -1.2732 -0.1716 -0.0056 -0.2076
C 0.0613 2.7366 2.1250 -0.0146 0.0075 -0.0388
H 3.8392 2.6498 0.5046 -0.0867 0.0716 0.3861
H 2.8511 4.0873 0.8478 -0.2056 0.0595 -0.0352
H 2.2287 3.9588 -1.7039 0.0480 0.0658 0.1019
H 3.3478 2.6029 -1.8106 -0.0627 -0.0160 0.0698
H 3.9665 4.2054 -1.4705 0.0120 0.0811 0.2455
H 0.0207 1.6720 2.3649 0.1065 0.0721 0.0480
H -0.9025 3.1802 2.3701 0.0068 0.0808 -0.1493
H 0.8766 3.2398 2.6393 -0.0454 0.0290 0.1049
O -1.6046 -4.7557 -1.8465 -0.1661 0.0178 -0.1683
S -0.8232 -4.1437 -0.8314 0.0699 -0.2402 0.2228
O -0.9796 -2.7617 -0.5191 0.0703 0.5746 -0.2164
O -1.1122 -4.9464 0.4863 0.4061 -0.5765 -0.3445
C -0.1702 -4.8814 1.5853 -0.6433 -0.0952 1.1069
C -0.6710 -5.8503 2.6469 0.6842 -0.4537 -0.5971
C 0.8837 -4.4075 -1.1748 0.2261 -0.2713 -0.0914
H -0.1857 -3.8742 2.0008 0.2663 0.1078 -0.2468
H 0.8220 -5.2035 1.2790 0.0325 0.2471 -0.2500
H -1.6639 -5.5871 2.9932 0.0252 0.0011 0.2000
H 0.0735 -5.8983 3.4437 -0.2755 0.4095 0.2625
H -0.6488 -6.8676 2.2434 -0.3983 0.0915 -0.1107
H 1.0591 -5.4806 -1.2357 0.0261 0.0021 0.0794
H 1.4979 -3.9392 -0.4098 -0.0263 -0.0110 0.0334
H 1.1060 -3.9696 -2.1467 -0.1931 0.1394 0.0029


Which of these has the highest multiplicity?
C15H40B2F8O15PtS5


Which value of multiplicity does entry 4 give?
2


The highest multiplicity belongs to which entry?
C15H40B2F8O15PtS5